1.
# C3H2N2

The molecule C3H2N2 in a non-equilibrium geometry (ωB97M-V/def2-TZVPD, OMol25).

Structure (XYZ):
```
7
C3H2N2 | OMol25 | ωB97M-V/def2-TZVPD
C 0.7801 -0.0478 -0.0498
C -0.4061 0.6628 -0.6053
N -1.2922 0.5408 0.5002
N -1.4071 -0.5871 -0.4803
C -0.4382 -0.5870 0.4902
H 1.5035 -0.5522 -0.5577
H 1.2599 0.5705 0.7028
```

Values from the calculation:
structure (SMILES)	C1[C@]23N4N2[C@@]143
HOMO energy	-10.89	eV
frontier orbital gap	10.58	eV
charge	0
relative energy (zero: lowest compared OMol25 entry of this formula, charge and spin)	579.0	kJ/mol
max |F|	0.06858	Eh/bohr

---

2.
# C2H7N3O2

The molecule C2H7N3O2 in a non-equilibrium geometry (ωB97M-V/def2-TZVPD, OMol25).

Structure (XYZ):
```
14
C2H7N3O2 | OMol25 | ωB97M-V/def2-TZVPD
C -1.0181 -0.4707 -1.0800
C -0.9931 0.3190 1.0909
N -0.3063 0.3748 -0.1708
N 2.0745 0.6236 -0.2008
N 1.2384 -0.2087 0.2760
O 3.3320 0.5057 -0.1154
O 1.3242 -1.3400 0.6299
H -0.9724 -1.4561 -0.8079
H -2.1352 -0.2176 -1.2112
H -0.5014 -0.5117 -2.0064
H -0.9906 -0.7649 1.5569
H -0.5416 0.9235 1.7349
H -2.0036 0.8576 0.8267
H 1.4931 1.3654 -0.5227
```

Values from the calculation:
HOMO energy (spin up / spin down)	-8.90 / -8.90	eV
frontier orbital gap (spin up / spin down)	9.28 / 9.27	eV
charge	0
relative energy (zero: lowest compared OMol25 entry of this formula, charge and spin)	812.7	kJ/mol
max |F|	0.08943	Eh/bohr

---

3.
# C4H7N2O

The ion C4H7N2O with charge +1 in a non-equilibrium geometry (ωB97M-V/def2-TZVPD, OMol25).

Structure (XYZ):
```
14
C4H7N2O | OMol25 | ωB97M-V/def2-TZVPD
C 1.1267 -1.3980 0.3210
C 0.3169 -0.3832 -0.5114
C 0.3122 1.1068 0.0676
C -1.1165 1.6331 0.1444
O -2.0254 0.8584 0.2459
N -1.2531 -0.8199 -0.4215
N -1.8900 -1.7034 -0.3299
H 1.2411 -1.3092 1.3165
H 2.0915 -1.2878 -0.0443
H 0.6108 -2.2794 0.0442
H 0.3714 -0.2378 -1.6212
H 0.8105 1.8837 -0.4325
H 0.5854 1.2515 1.0383
H -1.1815 2.6851 0.1829
```

Values from the calculation:
structure (SMILES)	C[C@H](CC=O)[N+]#N
HOMO energy	-15.39	eV
frontier orbital gap	10.13	eV
charge	+1
relative energy (zero: lowest compared OMol25 entry of this formula, charge and spin)	382.9	kJ/mol
max |F|	0.09426	Eh/bohr

---

Repeat the first record exactly.
# C3H2N2

The molecule C3H2N2 in a non-equilibrium geometry (ωB97M-V/def2-TZVPD, OMol25).

Structure (XYZ):
```
7
C3H2N2 | OMol25 | ωB97M-V/def2-TZVPD
C 0.7801 -0.0478 -0.0498
C -0.4061 0.6628 -0.6053
N -1.2922 0.5408 0.5002
N -1.4071 -0.5871 -0.4803
C -0.4382 -0.5870 0.4902
H 1.5035 -0.5522 -0.5577
H 1.2599 0.5705 0.7028
```

Values from the calculation:
structure (SMILES)	C1[C@]23N4N2[C@@]143
HOMO energy	-10.89	eV
frontier orbital gap	10.58	eV
charge	0
relative energy (zero: lowest compared OMol25 entry of this formula, charge and spin)	579.0	kJ/mol
max |F|	0.06858	Eh/bohr

---

Number 3 is which compound?
C4H7N2O

---

Look up the charge of the third one.
+1

---

Which of these has the highest charge?
C4H7N2O